# 1
9
Properties=species:S:1:pos:R:3 method="wB97M-V/def2-TZVPD" e_above_lowest_kj_mol=406.5 homo_lumo_gap_ev=10.384 charge=0
S 0.58 -0.19 -0.03
P -1.46 -0.94 0.05
O 1.45 -0.89 0.90
O 0.89 -0.26 -1.44
N 0.71 1.35 0.57
H -1.96 -0.18 -1.02
H -0.76 -1.95 -0.80
H 0.66 1.08 1.54
H -0.11 1.98 0.23



# 2
9
Properties=species:S:1:pos:R:3 method="wB97M-V/def2-TZVPD" e_above_lowest_kj_mol=706.4 homo_lumo_gap_ev=5.868 charge=0
S 0.24 0.63 -1.40
O 1.66 0.90 -0.58
N 2.49 -0.24 -0.31
N -1.66 0.68 0.70
C -2.55 -0.23 0.84
H -3.02 -0.83 0.09
H 2.69 -0.79 -1.21
H -3.25 -0.19 1.75
H 3.41 0.07 0.11



# 3
110
Properties=species:S:1:pos:R:3 method="wB97M-V/def2-TZVPD" homo_lumo_gap_ev=8.801 charge=0
K 3.17 1.23 2.95
K 6.47 2.98 -2.91
S 3.39 0.93 -0.97
S 1.14 1.62 -0.19
P 7.76 -0.27 -3.10
F 8.59 1.02 -2.55
F 6.54 0.27 -2.14
F 8.34 -1.11 -1.82
F 0.72 2.45 1.12
F 9.02 -0.83 -3.91
F 7.22 0.66 -4.34
F 4.62 0.16 -0.31
F 6.84 -1.49 -3.58
O 0.91 -2.32 2.30
O -2.84 1.55 -2.20
O -3.42 -1.26 1.01
O -1.94 3.27 5.95
O 0.67 -1.85 -2.72
O 0.89 -0.22 3.14
O -3.43 -3.51 1.00
O 1.02 2.60 -1.23
O -0.98 2.38 7.76
O -3.48 2.11 0.81
O 5.46 -5.17 -2.88
O -0.18 -3.40 -1.53
O -1.23 2.73 -2.93
O -4.17 2.20 2.95
O 0.27 0.48 -0.20
O 4.17 -4.47 -1.18
O -1.34 5.79 -2.28
O -1.30 -2.72 -3.36
O -2.03 1.09 -4.24
O 2.87 -0.14 -1.75
O 4.06 2.03 -1.66
O -0.14 -1.97 4.12
O -5.22 -2.28 1.60
O 4.86 -6.50 -1.17
O -2.18 5.98 -0.23
O -0.20 1.93 5.69
O -5.22 1.01 1.35
O -3.54 5.93 -2.04
N 2.71 1.39 0.35
C 4.91 -5.35 -1.84
C -0.36 -2.67 -2.63
C -5.86 -3.39 2.22
C 0.68 -0.93 -3.80
C -1.34 -4.19 -1.17
C -2.03 1.72 -3.23
C -3.98 -2.45 1.16
C -2.02 -1.23 0.72
C -0.38 3.26 -3.92
C 3.89 -3.23 -1.81
C 1.71 -1.93 1.18
C -3.85 0.56 -2.24
C 0.56 -1.40 3.20
C -0.19 5.78 -1.44
C -2.33 2.92 1.02
C -1.66 3.34 4.57
C -4.28 1.79 1.82
C -6.21 0.48 2.21
C -2.46 5.91 -1.55
C -1.01 2.51 6.59
C -0.68 2.15 4.37
C -0.78 6.09 -0.05
C 5.62 -7.56 -1.71
C -0.48 -1.35 5.36
H -1.30 4.31 4.21
H 6.62 -7.24 -1.98
H -2.64 3.82 1.55
H 4.71 -2.52 -1.73
H 2.20 -0.98 1.35
H -0.91 3.64 -4.80
H -7.13 1.07 2.16
H -1.00 -0.40 5.34
H -4.60 0.88 -1.53
H 1.67 -0.48 -3.85
H 0.35 2.50 -4.23
H -2.23 -3.61 -1.02
H 3.56 -3.36 -2.84
H -1.70 -0.21 0.88
H 0.32 4.82 -1.52
H -1.23 1.27 4.04
H -5.86 0.37 3.23
H -6.62 -2.92 2.85
H 0.60 -1.34 -4.81
H -1.40 -4.96 -1.94
H -6.42 -0.53 1.86
H 3.07 -2.81 -1.23
H 0.45 -1.12 5.89
H 0.43 6.63 -1.72
H -4.31 0.56 -3.24
H -3.53 -0.46 -2.06
H 0.12 2.40 3.69
H -1.09 -2.10 5.86
H -2.60 3.19 4.03
H -1.89 3.15 0.06
H -1.63 2.33 1.61
H 2.42 -2.73 1.01
H -1.03 -4.79 -0.31
H 5.63 -8.47 -1.12
H -0.44 7.04 0.36
H -6.36 -4.04 1.50
H 1.11 -1.83 0.27
H -5.21 -4.05 2.79
H -0.47 5.29 0.62
H -1.86 -1.46 -0.34
H 0.23 4.06 -3.53
H -1.39 -1.99 1.18
H 5.14 -7.91 -2.64
H -0.06 -0.16 -3.62



# 4
165
Properties=species:S:1:pos:R:3 method="wB97M-V/def2-TZVPD" homo_lumo_gap_ev=8.503 charge=-1
F -1.36 1.22 0.77
F -1.04 -0.04 -0.99
F 0.64 1.28 -0.37
F 0.03 -0.50 0.86
O -1.04 -2.98 5.46
O -6.25 2.33 0.84
O -2.13 4.26 0.90
O 0.10 -4.86 1.23
O 2.05 4.20 -2.49
O 6.00 2.64 0.58
O -1.36 -2.57 0.01
O 3.24 -1.42 4.96
O -3.08 -5.73 -2.39
O 1.70 1.80 2.07
O -4.38 4.12 -0.73
O -3.40 0.00 -5.53
O -1.73 2.17 -4.38
O -2.70 2.17 -1.86
O -4.87 3.35 2.89
O 0.47 1.71 -2.88
O 4.28 -0.60 -2.27
O -1.67 5.71 3.10
O -5.44 -2.19 2.03
O 0.35 -2.75 -5.87
N 1.11 -0.66 3.37
N 6.19 -0.10 -0.41
N -1.90 -4.88 -5.85
N 8.69 2.17 -0.28
N -6.90 -0.46 0.14
C 3.35 -0.20 -3.28
C 4.64 -0.52 1.50
C -4.82 -1.43 0.96
C 1.56 5.50 -2.13
C -0.89 -0.02 4.37
C -3.07 -5.15 -1.12
C 1.02 2.86 2.66
C 0.29 -2.37 -3.53
C 4.72 2.99 0.20
C -3.92 2.55 3.45
C -5.79 -1.29 -0.22
C -4.51 1.77 4.66
C 3.81 -0.29 -0.95
C 8.38 3.28 0.66
C 0.19 5.38 -1.43
C -0.36 -2.51 4.27
C -1.43 -4.32 5.54
C 1.69 4.13 2.15
C -1.98 -7.04 -4.84
C 6.91 3.74 0.50
C -2.37 -5.01 -3.37
C 0.70 -1.83 -4.90
C 9.40 4.39 0.45
C 2.03 -3.48 0.64
C 0.18 -1.08 4.41
C -2.53 -5.65 -4.74
C 1.32 -4.79 0.55
C -5.10 -0.65 -1.47
C -4.46 -2.43 3.09
C 4.92 -0.67 0.00
B -0.42 0.54 0.09
H 9.22 5.12 1.24
H 7.84 1.62 -0.39
H 1.37 -2.77 0.15
H -0.57 -4.92 5.81
H 2.39 -0.53 -2.90
H 2.43 -1.26 4.48
H -0.34 6.33 -1.55
H 3.99 2.26 0.55
H 10.42 4.05 0.61
H 3.66 0.78 -0.88
H 5.99 -0.10 -1.39
H 6.17 0.90 -0.27
H -3.61 -5.75 -4.90
H -4.51 -0.43 1.28
H -3.92 -1.94 0.64
H -2.45 2.26 -2.78
H -2.41 1.29 -1.61
H -3.86 3.55 -1.29
H -1.52 -0.23 5.24
H 8.75 2.54 -1.22
H -7.16 2.49 1.06
H -2.99 4.10 0.51
H 0.61 -2.47 -6.74
H -0.90 -6.96 -4.70
H 0.67 -0.63 2.46
H -5.32 1.13 4.33
H -1.01 -2.63 3.41
H 0.40 1.17 -2.09
H -2.15 -7.53 -5.80
H -0.32 -4.02 1.02
H -1.91 -4.71 4.64
H 3.63 -0.75 -4.18
H -1.67 3.06 -4.71
H -1.51 6.56 2.71
H -5.07 3.56 -0.37
H -4.67 0.33 -1.23
H -0.72 -1.95 0.35
H 0.72 -1.17 5.35
H -3.48 -2.74 2.72
H -2.64 -3.96 -3.43
H 0.93 2.50 -2.60
H -2.05 -5.01 -0.76
H -0.45 4.57 -1.80
H -1.04 -4.42 -5.60
H 6.91 4.31 -0.43
H -6.24 -2.23 -0.53
H 6.73 4.35 1.39
H 2.26 5.98 -1.44
H 1.52 6.10 -3.04
H -0.87 2.00 -3.98
H -5.36 2.82 2.27
H 5.60 -0.52 2.01
H 9.39 4.80 -0.56
H -1.62 -2.21 -0.83
H -3.14 3.15 3.93
H -2.75 0.50 -5.04
H 4.57 3.13 -0.87
H 0.14 -0.91 -5.08
H -1.31 -5.03 -3.14
H -3.57 0.52 -6.31
H 1.03 2.77 3.75
H 3.60 -2.22 4.58
H -4.25 -1.15 -1.94
H -7.66 -0.58 -0.52
H -4.83 -3.12 3.84
H 4.07 -1.30 2.00
H 2.87 -0.82 -0.79
H -3.63 -5.70 -0.36
H -2.21 -4.43 6.29
H 4.14 0.42 1.73
H 2.72 4.18 2.51
H -1.88 5.14 2.36
H 3.38 0.88 -3.37
H 0.25 -1.55 -2.82
H 1.03 -3.10 -3.22
H 0.47 -3.22 4.29
H -0.05 2.87 2.46
H 8.39 2.96 1.70
H 5.06 -1.75 0.00
H -4.86 2.58 5.31
H -1.64 -5.65 -6.45
H -0.72 -2.77 -3.60
H 1.77 -1.61 -4.96
H -3.47 1.89 2.71
H 2.01 -5.50 1.02
H -2.40 -7.71 -4.09
H -1.73 3.39 0.99
H 1.64 4.17 1.06
H -4.27 -1.57 3.73
H -3.50 -4.15 -1.12
H 1.19 5.00 2.57
H 4.49 3.92 0.72
H 1.31 1.50 1.25
H 1.30 0.33 3.43
H 2.22 -3.25 1.69
H -0.51 0.99 4.51
H -7.31 -0.89 0.95
H -6.23 1.45 0.47
H 2.99 -3.39 0.14
H 2.63 4.31 -3.24
H -1.53 0.00 3.50
H 0.32 5.15 -0.38
H 1.08 -4.99 -0.49
H -5.78 -0.47 -2.29
H -3.81 1.15 5.22